a:
Formula: C3H9O2
Source: OMol25
Level of theory: wB97M-V/def2-TZVPD

Structure (ORCA input):
```
! RIJCOSX wB97M-V def2-TZVPD def2/J DEFGRID3
* xyz -1 1
C 0.394 0.312 2.676
O 1.161 -0.631 2.028
H 0.978 0.799 3.442
H -0.004 1.177 2.096
H -0.528 -0.113 3.112
C -0.127 -0.631 -1.219
O 0.484 0.027 -0.228
C -0.653 0.318 -2.355
H 0.610 -1.269 -1.931
H -0.896 -1.233 -0.686
H 0.847 -0.490 0.934
H -1.589 0.843 -2.156
H -0.028 1.200 -2.465
H -0.649 -0.308 -3.247
*
```

LUMO level: 0.164 Ha
HOMO energy: -3.460 eV



b:
Formula: C3H9O2
Source: OMol25
Level of theory: wB97M-V/def2-TZVPD

Structure (ORCA input):
```
! RIJCOSX wB97M-V def2-TZVPD def2/J DEFGRID3
* xyz -1 1
C 1.996 0.843 0.798
O 1.190 1.013 -0.301
H 3.009 1.194 0.534
H 2.075 -0.217 1.102
H 1.653 1.394 1.681
C -1.569 -0.405 -0.100
O -1.025 0.341 -1.090
C -0.744 -1.643 0.332
H -2.581 -0.800 -0.376
H -1.773 0.156 0.855
H 0.203 0.684 -0.580
H -0.331 -2.109 -0.568
H -1.378 -2.381 0.846
H 0.030 -1.357 1.039
*
```

LUMO level: 0.161 Ha
HOMO energy: -3.320 eV



Most favorable structure: b. The second most favorable one is 35.1 kJ/mol above it.



a:
Formula: C3H9NS
Source: OMol25
Level of theory: wB97M-V/def2-TZVPD

Structure (ORCA input):
```
! RIJCOSX wB97M-V def2-TZVPD def2/J DEFGRID3
* xyz 0 1
C 2.666 0.173 0.795
N 2.807 1.288 0.138
H 2.838 -0.841 0.197
H 2.434 0.057 1.898
H 2.343 2.080 0.628
C -1.985 -0.705 0.838
S -1.205 -1.484 -0.637
C -1.013 0.030 -1.613
H -1.200 0.019 1.106
H -2.938 -0.174 0.539
H -2.055 -1.419 1.662
H -1.190 -0.232 -2.664
H 0.059 0.291 -1.699
H -1.558 0.917 -1.186
*
```

LUMO level: 0.033 Ha
HOMO energy: -8.411 eV



b:
Formula: C3H9NS
Source: OMol25
Level of theory: wB97M-V/def2-TZVPD

Structure (ORCA input):
```
! RIJCOSX wB97M-V def2-TZVPD def2/J DEFGRID3
* xyz 0 1
C -2.322 -1.361 0.321
S -1.189 -0.247 1.121
H -2.057 -1.540 -0.729
H -3.346 -1.007 0.391
H -2.302 -2.395 0.685
C 1.601 1.699 -0.446
C 0.643 -0.316 0.438
N 0.706 0.544 -0.690
H 1.811 2.206 -1.385
H 1.062 2.410 0.176
H 2.540 1.354 -0.013
H 1.138 -0.029 1.358
H 0.645 -1.391 0.282
H 1.071 0.073 -1.509
*
```

LUMO level: 0.038 Ha
HOMO energy: -8.067 eV



Most favorable structure: b. The second most favorable one is 56.7 kJ/mol above it.



a:
Formula: C3H9NS
Source: OMol25
Level of theory: wB97M-V/def2-TZVPD

Structure (ORCA input):
```
! RIJCOSX wB97M-V def2-TZVPD def2/J DEFGRID3
* xyz 0 1
C 0.901 -0.284 -2.095
S 1.822 -0.603 -3.645
H 0.409 -1.201 -1.785
H 1.661 -0.136 -1.324
H 0.244 0.600 -2.139
H 1.355 0.431 -4.391
C 0.105 0.862 2.266
C -0.989 0.089 2.349
N -1.551 -0.671 1.308
H 0.500 1.219 1.331
H 0.642 0.982 3.194
H -1.395 -0.224 3.290
H -1.178 -0.446 0.416
H -2.526 -0.618 1.225
*
```

LUMO level: 0.030 Ha
HOMO energy: -8.669 eV



b:
Formula: C3H9NS
Source: OMol25
Level of theory: wB97M-V/def2-TZVPD

Structure (ORCA input):
```
! RIJCOSX wB97M-V def2-TZVPD def2/J DEFGRID3
* xyz 0 1
C 0.234 -0.790 -1.625
C 0.215 -0.493 -0.103
C 0.416 0.962 0.233
S -0.369 1.439 1.822
N 0.098 -2.173 -1.924
H 1.164 -0.402 -2.036
H -0.557 -0.217 -2.059
H -0.649 -1.040 0.286
H 1.014 -1.076 0.354
H -0.072 1.593 -0.524
H 1.419 1.382 0.216
H -1.635 1.282 1.420
H 0.859 -2.811 -2.024
H -0.774 -2.626 -1.722
*
```

LUMO level: 0.038 Ha
HOMO energy: -8.613 eV



Most favorable structure: b. The second most favorable one is 67.3 kJ/mol above it.



a:
Formula: C3H9NS
Source: OMol25
Level of theory: wB97M-V/def2-TZVPD

Structure (ORCA input):
```
! RIJCOSX wB97M-V def2-TZVPD def2/J DEFGRID3
* xyz 0 1
C -2.721 -0.310 -1.493
N -2.400 -1.521 -1.672
H -3.354 -0.098 -0.635
H -2.352 0.453 -2.171
H -1.851 -1.641 -2.520
C 2.614 0.094 0.336
S 1.108 1.048 0.770
C -0.059 -0.285 1.149
H 3.105 -0.186 1.213
H 3.232 0.816 -0.181
H 2.276 -0.762 -0.223
H -0.377 -0.257 2.186
H -0.929 -0.156 0.502
H 0.332 -1.239 0.790
*
```

LUMO level: 0.037 Ha
HOMO energy: -8.425 eV



b:
Formula: C3H9NS
Source: OMol25
Level of theory: wB97M-V/def2-TZVPD

Structure (ORCA input):
```
! RIJCOSX wB97M-V def2-TZVPD def2/J DEFGRID3
* xyz 0 1
C -0.712 -0.471 -1.999
N -1.190 -1.184 -0.826
C -0.933 -0.543 0.517
C -0.173 0.767 0.479
S 1.559 0.598 0.974
H -0.717 -1.081 -2.861
H 0.297 -0.051 -1.971
H -1.514 0.234 -2.269
H -2.052 -1.696 -0.967
H -1.995 -0.492 0.944
H -0.499 -1.267 1.110
H 0.024 1.214 -0.474
H -0.765 1.728 0.825
H 1.525 1.620 1.887
*
```

LUMO level: 0.031 Ha
HOMO energy: -8.123 eV



c:
Formula: C3H9NS
Source: OMol25
Level of theory: wB97M-V/def2-TZVPD

Structure (ORCA input):
```
! RIJCOSX wB97M-V def2-TZVPD def2/J DEFGRID3
* xyz 0 1
C 2.142 1.310 -1.761
S 1.193 1.102 -0.291
H 3.062 1.994 -1.829
H 2.544 0.357 -2.146
H 1.732 2.086 -2.532
C -0.933 -1.224 1.152
C -0.883 -0.434 2.228
N -1.586 -0.832 -0.155
H -0.213 -1.936 0.973
H -0.237 -0.712 3.179
H -1.397 0.501 2.419
H -0.995 -0.206 -0.690
H -1.933 -1.549 -0.716
H -2.495 -0.456 0.169
*
```

LUMO level: -0.009 Ha
HOMO energy: -5.994 eV



d:
Formula: C3H9NS
Source: OMol25
Level of theory: wB97M-V/def2-TZVPD

Structure (ORCA input):
```
! RIJCOSX wB97M-V def2-TZVPD def2/J DEFGRID3
* xyz 0 1
C -1.439 -0.451 -1.196
S -1.191 1.198 -0.408
H -1.755 -1.103 -0.391
H -2.252 -0.400 -1.930
H -0.535 -0.652 -1.795
C 0.656 -0.509 1.509
C 0.613 1.236 -0.300
N 1.274 0.009 0.268
H 1.297 -0.372 2.372
H 0.555 -1.583 1.386
H -0.344 -0.078 1.699
H 0.846 2.030 0.425
H 1.128 1.402 -1.226
H 1.148 -0.726 -0.416
*
```

LUMO level: 0.033 Ha
HOMO energy: -8.679 eV



Most favorable structure: d. The second most favorable one is 55.0 kJ/mol above it.